1.
Computed, not measured: a cluster of 11 separate species, C39H108N14O13 in total, with wB97M-V/def2-TZVPD.

Element x y z (Å)
C: 3.69238 -8.98297 -2.89600
O: 3.90915 -8.59026 -1.75561
N: 2.42677 -9.19919 -3.38290
N: 4.68294 -9.23643 -3.79412
H: 1.65554 -9.06752 -2.75608
H: 2.27315 -9.45953 -4.33927
H: 4.51661 -9.47434 -4.75518
H: 5.64938 -9.11738 -3.49983
C: 0.94070 -5.07959 -4.46165
O: 0.73091 -5.45570 -5.60579
N: 1.34570 -5.92630 -3.46378
N: 0.82028 -3.77318 -4.06482
H: 1.36998 -6.89567 -3.71618
H: 1.48714 -5.58218 -2.52295
H: 1.02841 -3.49284 -3.12301
H: 0.48904 -3.13177 -4.76235
C: 2.76560 -4.67002 -0.27402
O: 2.05894 -4.30900 -1.21754
N: 2.69300 -4.03502 0.93434
N: 3.65706 -5.68862 -0.35577
H: 2.10579 -3.22459 1.00745
H: 3.41585 -4.15633 1.62272
H: 4.26213 -5.89670 0.41904
H: 3.78921 -6.08110 -1.27091
C: 13.44248 -2.89586 -6.74472
O: 12.07552 -2.66471 -6.46419
C: 11.43584 -1.74392 -7.30929
C: 11.13311 -2.35094 -8.67321
N: 10.26566 -3.52392 -8.41480
C: 10.31671 -4.56249 -9.45310
C: 9.60348 -5.77498 -8.91902
O: 10.48065 -6.49996 -8.07686
C: 9.98217 -7.76993 -7.72527
H: 13.99844 -1.96157 -6.86604
H: 13.56405 -3.53632 -7.62296
H: 13.83686 -3.42784 -5.87877
H: 11.99597 -0.80214 -7.39505
H: 10.47896 -1.44828 -6.87140
H: 12.05304 -2.72167 -9.14553
H: 10.57270 -1.64162 -9.28114
H: 10.63825 -3.93947 -7.56455
H: 11.36929 -4.84342 -9.60965
H: 9.88845 -4.17503 -10.37484
H: 9.31313 -6.44493 -9.74786
H: 8.65267 -5.52474 -8.43238
H: 9.46652 -8.25300 -8.56174
H: 9.27944 -7.68819 -6.88568
H: 10.83202 -8.37891 -7.42197
C: 4.80579 -4.21446 -3.63524
O: 6.03448 -4.50555 -4.25399
C: 6.18454 -5.84494 -4.63496
C: 7.66025 -6.12350 -4.80441
N: 8.30138 -5.80982 -3.50754
C: 9.75787 -5.80789 -3.56816
C: 10.35298 -4.57525 -4.22713
O: 10.25313 -3.42418 -3.39710
C: 11.47402 -2.85684 -3.03371
H: 4.68249 -4.60594 -2.61913
H: 3.98031 -4.68478 -4.19403
H: 4.66109 -3.13865 -3.66300
H: 5.63435 -6.07220 -5.56266
H: 5.78239 -6.56419 -3.90406
H: 8.05019 -5.50549 -5.62982
H: 7.83855 -7.15959 -5.10614
H: 7.98190 -4.84236 -3.43852
H: 10.14260 -6.63276 -4.18710
H: 10.20523 -5.98838 -2.58854
H: 9.84979 -4.33030 -5.16555
H: 11.40986 -4.79760 -4.41237
H: 11.26288 -1.89613 -2.55165
H: 12.16449 -2.59605 -3.84397
H: 12.02457 -3.41783 -2.27457
C: 12.08349 -5.81698 -0.33623
C: 13.06821 -6.55518 -1.24260
C: 14.34977 -5.77878 -1.45955
O: 14.05906 -4.64335 -2.23416
C: 15.20408 -3.95565 -2.70357
N: 13.35025 -7.90349 -0.70939
H: 11.34921 -6.52427 0.05366
H: 11.46802 -5.11808 -0.90800
H: 12.62509 -5.28545 0.44375
H: 12.61796 -6.65496 -2.24155
H: 15.10415 -6.39145 -1.98221
H: 14.81553 -5.53016 -0.49187
H: 14.81542 -3.12077 -3.28701
H: 15.80608 -4.62280 -3.32569
H: 15.77689 -3.51662 -1.88069
H: 12.68303 -8.55193 -1.11084
H: 14.25630 -8.23380 -1.02496
C: 3.85156 0.19381 -2.91554
C: 3.73088 -0.88994 -1.84874
C: 4.02717 -0.32058 -0.48083
O: 5.36465 0.10541 -0.38521
C: 5.71227 0.49493 0.91429
N: 2.37869 -1.41197 -1.86908
H: 3.86531 -0.22934 -3.91876
H: 4.77915 0.76196 -2.80377
H: 3.08883 0.97913 -2.87727
H: 4.50802 -1.60688 -2.14892
H: 3.83579 -1.06448 0.30846
H: 3.31856 0.50316 -0.31367
H: 6.66588 1.02654 0.86578
H: 5.78549 -0.34316 1.61047
H: 5.03131 1.27682 1.27856
H: 2.29515 -2.38280 -1.57090
H: 2.05631 -1.41721 -2.83158
C: 3.44600 -1.91257 -6.04089
C: 3.31555 -2.64548 -7.34820
C: 4.10436 -3.94616 -7.31978
O: 4.31738 -4.39687 -8.62148
C: 5.07878 -5.57090 -8.65348
N: 1.85622 -2.90959 -7.56601
H: 3.06091 -0.89153 -6.07304
H: 4.49169 -1.71674 -5.76820
H: 2.97123 -2.48491 -5.24248
H: 3.59842 -2.04725 -8.21480
H: 3.57861 -4.68430 -6.68693
H: 5.03800 -3.78964 -6.74475
H: 6.06433 -5.42372 -8.18204
H: 5.24902 -5.90913 -9.67191
H: 4.58742 -6.36850 -8.07628
H: 1.58806 -3.59534 -6.85397
H: 1.78504 -3.49760 -8.39757
C: 9.10933 -0.90960 -1.08017
C: 8.43820 -0.36035 -2.33169
C: 7.52083 -1.43306 -2.94684
O: 6.87892 -1.00779 -4.12806
C: 7.67814 -1.13706 -5.27057
N: 7.67677 0.84340 -1.98366
H: 10.06322 -0.43088 -0.86824
H: 9.31886 -1.98320 -1.16840
H: 8.43158 -0.85758 -0.22459
H: 9.18861 -0.09171 -3.07832
H: 6.79222 -1.77913 -2.20899
H: 8.13554 -2.31659 -3.18217
H: 7.99664 -2.17603 -5.45128
H: 8.61608 -0.57189 -5.17707
H: 7.11690 -0.79995 -6.13844
H: 7.31365 1.22882 -2.85404
H: 6.81676 0.55924 -1.50723
C: 7.35245 -7.52827 2.14247
C: 6.41492 -7.52537 0.95721
C: 6.80718 -6.55746 -0.11320
O: 6.61448 -5.23924 0.33950
C: 7.13799 -4.27817 -0.55059
N: 6.43138 -8.87562 0.31938
H: 6.99624 -8.16630 2.95136
H: 7.58076 -6.53735 2.53224
H: 8.30430 -7.94818 1.79583
H: 5.38392 -7.35413 1.29314
H: 6.15747 -6.71155 -0.99702
H: 7.80786 -6.79702 -0.50399
H: 6.83662 -3.28502 -0.23065
H: 6.77888 -4.45872 -1.57336
H: 8.23011 -4.36718 -0.62290
H: 5.51000 -8.99921 -0.10919
H: 6.38176 -9.57144 1.06237
C: 7.95352 -11.04552 -2.23868
C: 8.54243 -9.74172 -2.73532
C: 9.19953 -9.87953 -4.10823
O: 10.29408 -10.75613 -4.00701
C: 11.40581 -10.36133 -4.74906
N: 7.45878 -8.77124 -2.85107
H: 8.70318 -11.79138 -1.97947
H: 7.17164 -11.42156 -2.89833
H: 7.43530 -10.84435 -1.29215
H: 9.35342 -9.36978 -2.09434
H: 9.50945 -8.85974 -4.38565
H: 8.48927 -10.22700 -4.86847
H: 11.14613 -10.09449 -5.78498
H: 12.11448 -11.18659 -4.80799
H: 11.93715 -9.48541 -4.34831
H: 6.98516 -8.60108 -1.96726
H: 7.78109 -7.85273 -3.14254

Properties
Structure (SMILES): COC[C@H](C)N.COC[C@H](C)N.COC[C@H](C)N.COC[C@H](C)N.COC[C@H](C)N.COC[C@H](C)N.COCCNCCOC.COCCNCCOC.NC(N)=O.NC(N)=O.NC(N)=O
M in g mol⁻¹: 981.38
Orbital gap in eV: 9.01
Energy relative to the best compared isomer or geometry (same formula, charge and spin) in kcal/mol: 0.00

These are the Löwdin partial charges, in e, on atoms 1 to 99: -0.66, 0.00, 0.15, 0.16, 0.10, 0.10, 0.10, 0.04, -0.68, 0.00, 0.16, 0.17, 0.07, 0.05, 0.06, 0.10, -0.62, -0.03, 0.18, 0.21, 0.10, 0.10, 0.08, 0.08, -0.09, -0.22, -0.22, -0.19, -0.06, -0.20, -0.24, -0.19, -0.10, 0.09, 0.09, 0.08, 0.12, 0.12, 0.11, 0.12, 0.08, 0.12, 0.12, 0.12, 0.11, 0.09, 0.07, 0.08, -0.08, -0.19, -0.22, -0.20, -0.04, -0.18, -0.19, -0.19, -0.11, 0.07, 0.09, 0.07, 0.12, 0.11, 0.11, 0.10, 0.08, 0.11, 0.10, 0.11, 0.12, 0.08, 0.08, 0.07, -0.05, -0.43, -0.23, -0.21, -0.09, 0.04, 0.07, 0.05, 0.08, 0.13, 0.12, 0.14, 0.08, 0.09, 0.09, 0.06, 0.06, -0.04, -0.44, -0.20, -0.23, -0.11, 0.07, 0.05, 0.07, 0.09, 0.11

2.
Computed, not measured: a structure of composition C39H18GaN10O7, with wB97M-V/def2-TZVPD.

Element x y z (Å)
Ga: 1.20343 -0.31722 0.13136
C: -6.30987 -1.87117 -0.59313
C: -5.74914 -3.17378 -0.61408
C: -4.39372 -3.37940 -0.59150
C: -3.54602 -2.25966 -0.53618
C: -2.12405 -2.17795 -0.46131
N: -1.93998 -0.79575 -0.46577
C: -3.02719 -0.04949 -0.45385
N: -2.66409 1.25023 -0.25899
C: -0.24540 2.18810 -0.10681
C: -0.08621 3.59072 -0.13043
C: -0.95134 4.69865 0.03522
C: -0.42485 5.95801 -0.05413
C: 0.95708 6.16904 -0.30761
C: 1.81763 5.11724 -0.46546
C: 1.30255 3.80905 -0.37349
C: 1.92231 2.54154 -0.45462
N: 3.25504 2.27962 -0.56606
C: 3.74302 1.09588 -0.52143
N: 3.03424 -0.12137 -0.38322
C: 3.88285 -1.15672 -0.45712
N: 3.56398 -2.43530 -0.43604
C: 2.30552 -2.88804 -0.40546
N: 1.11477 -2.22227 -0.37989
C: 0.06690 -3.21022 -0.39000
N: -1.22156 -3.14339 -0.43015
C: 0.70341 -4.51687 -0.40705
C: 0.16490 -5.80082 -0.42332
C: 1.04582 -6.86471 -0.44550
C: 2.43810 -6.66515 -0.45832
C: 2.96586 -5.38925 -0.44848
C: 2.07125 -4.32313 -0.42114
C: 5.24595 -0.64379 -0.61014
C: 6.46799 -1.29717 -0.69512
C: 7.60587 -0.52047 -0.82376
C: 7.51639 0.87814 -0.87020
C: 6.29547 1.52693 -0.78811
C: 5.15579 0.74525 -0.65238
N: 0.94210 1.59506 -0.30817
C: -4.11905 -0.94570 -0.52407
C: -5.51142 -0.75950 -0.55165
H: -7.38638 -1.75615 -0.61031
H: -6.41470 -4.02879 -0.64849
H: -3.96993 -4.37615 -0.60835
H: -2.00726 4.56264 0.22810
H: -1.07724 6.81401 0.07005
H: 1.33158 7.18437 -0.37173
H: 2.87440 5.27057 -0.65243
H: -0.90836 -5.94575 -0.41238
H: 0.65983 -7.87720 -0.45286
H: 3.09842 -7.52363 -0.47441
H: 4.03373 -5.20746 -0.45905
H: 6.51642 -2.37899 -0.66095
H: 8.57829 -0.99355 -0.88704
H: 8.42404 1.46114 -0.96948
H: 6.21649 2.60645 -0.82433
H: -5.93556 0.23758 -0.54646
O: -0.43156 0.00741 3.75697
C: -0.30868 0.21226 2.57168
O: 0.74170 -0.26329 1.91098
C: -1.35714 1.01742 1.81914
C: -2.29902 1.62124 2.58113
C: -3.39117 2.49099 2.26882
C: -3.87993 2.88701 1.03028
C: -3.52122 2.34166 -0.16354
C: -1.30498 1.20813 0.32093
O: -0.82361 -0.03949 -0.32441
N: -4.00724 2.88926 -1.40052
O: -3.68060 2.33779 -2.44324
O: -4.66082 3.92676 -1.36110
N: -4.06077 3.09485 3.41227
O: -3.72202 2.75674 4.53798
O: -5.04820 3.79778 3.21235
H: -2.16411 1.44846 3.64035
H: -4.58871 3.70072 1.00757

Properties
M in g mol⁻¹: 808.36
Orbital gap in eV: 4.80
Net charge: -1
Energy relative to the best compared isomer or geometry (same formula, charge and spin) in kcal/mol: 15.59

Here is what Löwdin gives for the atomic charges, in e: 0.49, -0.09, -0.09, -0.03, -0.09, -0.17, 0.07, -0.09, 0.13, -0.08, -0.08, -0.01, -0.09, -0.10, -0.03, -0.11, -0.25, 0.21, -0.25, 0.12, -0.26, 0.19, -0.24, 0.14, -0.23, 0.21, -0.11, -0.01, -0.08, -0.09, -0.01, -0.11, -0.10, -0.01, -0.08, -0.08, -0.01, -0.10, 0.11, -0.06, -0.01, 0.10, 0.10, 0.11, 0.10, 0.10, 0.09, 0.11, 0.11, 0.10, 0.10, 0.11, 0.11, 0.10, 0.10, 0.11, 0.12, 0.08, -0.51, 0.00, -0.03, 0.07, -0.12, 0.05, -0.19, -0.19, 0.01, -0.36, 0.05, 0.03, -0.38, 0.04, 0.02, 0.12, 0.13

- Which of these has the lowest M?
  C39H18GaN10O7